# C7H13N3O4

The molecule C7H13N3O4 in a non-equilibrium geometry (the ωB97M-V functional and the def2-TZVPD basis, OMol25).

The calculation puts the highest occupied orbital energy at -9.1 eV. The calculation puts the total energy at -739.7853 Ha. For the frontier orbital gap, the calculation gives 9.45 eV. As for the SMILES: C[C@H](N)C(=O)N[C@@H](CC(N)=O)C(=O)O. The value obtained for the energy above the lowest of the compared OMol25 structures with the same formula, charge and spin is 35.91 kcal per mole. The value obtained for the LUMO energy is 0.36 eV.

Structure (XYZ):
```
27
Properties=species:S:1:pos:R:3:forces:R:3:nbo_charge:R:1
C -2.411 -0.520 1.415 2.1 -1.3 0.1 -0.5911
C -2.270 -0.744 -0.055 -0.1 -1.5 -1.2 -0.1484
N -1.319 -1.900 -0.274 -3.1 1.4 1.1 -0.8388
C -2.079 0.626 -0.695 1.7 0.4 0.9 0.6796
O -3.014 1.339 -0.955 -0.8 -0.1 -0.6 -0.5970
N -0.805 1.173 -0.796 0.8 -1.1 0.6 -0.6383
C 0.461 0.751 -0.175 -1.7 -3.9 0.9 -0.1373
C 1.214 -0.360 -1.075 0.3 1.8 1.2 -0.5028
C 2.071 -1.215 -0.172 0.8 0.2 -0.1 0.6740
N 3.399 -0.903 -0.178 -0.2 1.9 -1.1 -0.8201
O 1.591 -2.117 0.486 0.0 -0.2 0.2 -0.6317
C 1.307 1.949 0.151 0.8 0.5 0.4 0.7802
O 2.416 2.136 -0.311 -1.2 0.2 0.8 -0.5811
O 0.665 2.748 1.070 -0.8 -2.6 -1.7 -0.6722
H -2.625 -1.457 1.882 -0.4 -0.6 0.4 0.2258
H -3.094 0.206 1.656 -1.8 1.6 0.5 0.2239
H -1.453 -0.213 1.820 0.2 0.2 0.2 0.1894
H -3.291 -0.995 -0.442 0.9 -0.3 0.2 0.2199
H -0.989 -2.004 -1.171 0.3 -0.2 -2.5 0.3481
H -0.531 -2.018 0.301 0.9 0.3 1.4 0.3887
H -0.815 2.102 -1.134 -0.2 1.0 -0.3 0.4004
H 0.240 0.149 0.868 0.5 1.8 -2.4 0.2459
H 1.806 0.228 -1.757 0.3 -0.1 -0.5 0.2260
H 0.578 -1.051 -1.607 -0.4 0.5 0.0 0.2424
H 4.067 -1.384 0.378 0.2 -0.4 0.5 0.4032
H 3.686 0.022 -0.581 -0.5 -1.6 0.6 0.4136
H 1.196 3.451 1.352 1.6 1.8 0.5 0.4977
```
Positions in Å, forces in eV/Å.

# H2O5P2

A cluster of 3 separate species, H2O5P2 in total in a non-equilibrium geometry (the ωB97M-V functional and the def2-TZVPD basis, OMol25).

The calculation puts the highest occupied orbital energy at -2.4 eV. The calculation puts the total energy at -1060.2764 Ha. For the frontier orbital gap, the calculation gives 8.47 eV. The value obtained for the energy above the lowest of the compared OMol25 structures with the same formula, charge and spin is 22.89 kcal per mole. The value obtained for the LUMO energy is 6.09 eV. The charge is -2.

Structure (XYZ):
```
9
Properties=species:S:1:pos:R:3:forces:R:3:nbo_charge:R:1
O 4.104 -3.800 1.773 1.4 1.8 0.5 -1.1552
O 5.360 -2.936 -0.183 0.7 1.0 0.7 -1.1578
O -2.890 1.044 -0.134 0.3 -1.0 1.2 -1.1936
O -1.066 2.250 -2.278 0.8 0.4 1.6 -0.9628
O -4.594 1.163 1.655 -0.7 -0.2 1.1 -1.1649
P -3.385 0.428 1.189 0.5 1.5 -2.3 1.3594
P 5.099 -2.714 1.297 -1.9 -2.9 -1.2 1.3130
H -1.959 2.366 -1.951 -0.9 -0.3 -0.2 0.4875
H -0.668 2.199 -1.368 -0.1 -0.3 -1.3 0.4745
```
Positions in Å, forces in eV/Å.

# C2H4N2O2

The molecule C2H4N2O2 in a non-equilibrium geometry (the ωB97M-V functional and the def2-TZVPD basis, OMol25).

The calculation puts the highest occupied orbital energy at -9.9 eV. The calculation puts the total energy at -338.4962 Ha. For the frontier orbital gap, the calculation gives 10.80 eV. As for the SMILES: [H]/N=C/ONC=O. The value obtained for the energy above the lowest of the compared OMol25 structures with the same formula, charge and spin is 98.52 kcal per mole. The value obtained for the LUMO energy is 0.91 eV.

Structure (XYZ):
```
10
Properties=species:S:1:pos:R:3:forces:R:3:nbo_charge:R:1
H -1.373 -0.621 1.516 0.2 -0.3 0.2 0.3764
N -0.502 -0.321 1.095 0.1 -2.1 -1.0 -0.7292
C 0.040 -1.200 0.312 0.0 1.2 3.0 0.4318
O 1.075 -0.805 -0.435 0.2 0.6 -0.8 -0.3398
N 1.031 0.619 -0.597 0.3 -0.6 0.6 -0.3390
C -0.319 1.034 -0.583 -0.6 -0.4 -4.1 0.4977
O -1.139 0.398 -1.264 0.8 1.9 1.5 -0.6064
H -0.080 -2.283 0.271 -0.3 0.2 -0.1 0.1893
H 1.630 1.050 0.111 -0.4 -0.3 0.0 0.3680
H -0.362 2.128 -0.428 -0.4 -0.3 0.7 0.1513
```
Positions in Å, forces in eV/Å.

# C30H25BCl4N4O6Ti

A structure of composition C30H25BCl4N4O6Ti (the ωB97M-V functional and the def2-TZVPD basis, OMol25).

The multiplicity is 2. The calculation puts the highest occupied orbital energy (spin up / spin down) at -4.4 / -4.9 eV. The calculation puts the total energy at -4544.1506 Ha. For the frontier orbital gap (spin up / spin down), the calculation gives 6.76 / 7.19 eV. The value obtained for the energy above the lowest of the compared OMol25 structures with the same formula, charge and spin is 0.00 kcal per mole. The value obtained for the LUMO energy (spin up / spin down) is 2.33 / 2.33 eV. The charge is -1. As for the expectation value of S²: 0.753.

Structure (XYZ):
```
71
Properties=species:S:1:pos:R:3:forces:R:3:lowdin_spin:R:1
Ti -0.269 -0.015 -0.096 0.0 0.1 0.0 0.9330
Cl -3.523 -0.724 5.839 0.0 0.0 0.0 0.0007
C -2.463 -0.149 4.596 0.0 0.0 0.0 0.0027
C -1.560 0.868 4.859 0.0 0.0 0.0 0.0015
Cl -1.474 1.573 6.439 0.0 0.0 0.0 0.0003
C -0.708 1.329 3.847 0.0 0.0 0.0 0.0006
Cl 0.446 2.588 4.144 0.0 0.0 0.0 -0.0001
C -0.758 0.786 2.569 0.0 0.0 0.0 0.0056
O -0.014 1.161 1.558 0.0 0.0 -0.1 0.0107
C -1.671 -0.277 2.312 0.0 0.0 0.0 0.0049
O -1.621 -0.781 1.092 0.0 0.0 0.0 -0.0022
C -2.513 -0.722 3.317 0.0 0.0 0.0 -0.0002
Cl -3.615 -2.004 2.947 0.0 0.0 0.0 -0.0003
N 1.405 -1.311 0.783 0.0 0.0 0.0 0.0045
C 2.559 -0.644 1.399 0.0 0.0 0.0 0.0019
C 3.336 0.181 0.380 0.0 0.0 0.0 0.0001
C 2.625 1.436 -0.112 0.0 0.0 0.0 0.0002
N 1.473 1.129 -0.974 0.0 0.0 0.0 0.0050
H 0.867 -1.828 1.474 0.0 0.0 0.0 0.0010
H 1.689 -2.013 0.108 0.0 0.0 0.0 0.0009
H 3.236 -1.371 1.862 0.0 0.0 0.0 0.0000
H 2.181 0.014 2.183 0.0 0.0 0.0 0.0000
H 3.610 -0.449 -0.475 0.0 0.0 0.0 0.0001
H 4.275 0.492 0.844 0.0 0.0 0.0 0.0000
H 3.345 2.068 -0.642 0.0 0.0 0.0 -0.0002
H 2.244 1.997 0.743 0.0 0.0 0.0 0.0000
H 1.756 0.637 -1.818 0.0 0.0 0.0 0.0006
H 1.021 1.982 -1.295 0.0 0.0 0.0 0.0021
O -0.935 2.521 -2.139 0.0 0.0 0.0 0.0016
B -1.479 1.319 -1.574 0.1 0.0 0.0 0.0092
O -2.749 1.128 -2.179 0.0 0.0 0.0 -0.0001
C -2.926 2.125 -3.087 0.0 0.0 0.0 -0.0008
C -3.990 2.344 -3.933 0.0 0.0 0.0 0.0002
C -3.916 3.455 -4.775 0.0 0.0 0.0 0.0002
C -2.814 4.302 -4.754 0.0 0.0 0.0 0.0002
C -1.742 4.071 -3.890 0.0 0.0 0.0 0.0002
C -1.825 2.972 -3.067 0.0 0.0 0.0 -0.0005
H -4.841 1.676 -3.939 0.0 0.0 0.0 0.0000
H -4.731 3.660 -5.457 0.0 0.0 0.0 0.0000
H -2.786 5.155 -5.420 0.0 0.0 0.0 0.0000
H -0.879 4.723 -3.865 0.0 0.0 0.0 0.0000
O -0.245 -0.205 -3.621 0.0 0.0 0.0 0.0000
C -0.456 -1.246 -3.029 0.0 0.0 0.0 0.0029
N -0.986 -2.386 -3.624 0.0 0.0 0.0 0.0001
C -1.272 -3.391 -2.614 0.0 0.0 0.0 -0.0001
C -0.475 -2.794 -1.424 -0.1 0.0 0.0 0.0016
O -0.223 -3.412 -0.406 0.0 0.0 0.0 0.0035
N -0.157 -1.502 -1.701 0.0 0.0 0.0 0.0084
C -2.764 -3.423 -2.280 0.0 0.0 0.0 0.0000
C -3.287 -2.795 -1.155 0.0 0.0 0.0 0.0001
C -4.660 -2.781 -0.942 0.0 0.0 0.0 0.0000
C -5.518 -3.392 -1.842 0.0 0.0 0.0 0.0000
C -5.000 -4.027 -2.965 0.0 0.0 0.0 0.0000
C -3.631 -4.045 -3.178 0.0 0.0 0.0 0.0000
C -0.742 -4.768 -2.969 0.0 0.0 0.0 0.0000
C 0.019 -4.987 -4.108 0.0 0.0 0.0 0.0000
C 0.509 -6.256 -4.396 0.0 0.0 0.0 0.0000
C 0.249 -7.314 -3.541 0.0 0.0 0.0 0.0000
C -0.506 -7.098 -2.394 0.0 0.0 0.0 0.0000
C -1.001 -5.836 -2.111 0.0 0.0 0.0 0.0000
H -1.639 -2.220 -4.374 0.0 0.0 0.0 0.0000
H -2.645 -2.312 -0.428 0.0 0.0 0.0 0.0001
H -5.049 -2.284 -0.063 0.0 0.0 0.0 0.0000
H -6.587 -3.377 -1.671 0.0 0.0 0.0 0.0000
H -5.662 -4.513 -3.671 0.0 0.0 0.0 0.0000
H -3.227 -4.557 -4.044 0.0 0.0 0.0 0.0000
H 0.232 -4.155 -4.767 0.0 0.0 0.0 0.0000
H 1.098 -6.413 -5.292 0.0 0.0 0.0 0.0000
H 0.631 -8.303 -3.763 0.0 0.0 0.0 0.0000
H -0.710 -7.917 -1.716 0.0 0.0 0.0 0.0000
H -1.585 -5.665 -1.216 0.0 0.0 0.0 0.0000
```
Positions in Å, forces in eV/Å.